--- P ---
Computed, not measured: a 2-piece molecular cluster, C3H8I2Si overall, with wB97M-V/def2-TZVPD.

Charge   0
HOMO (spin up / spin down)   -7.81 / -8.22 eV

Geometry (Å):
1 C 0.302 -1.958 -2.803
2 C 2.539 0.158 2.775
3 C -0.366 -1.475 -1.603
4 Si 1.909 0.212 0.913
5 I 3.682 -0.909 -0.562
6 I 1.598 2.619 0.175
7 H 1.390 -1.960 -2.430
8 H -0.158 -3.025 -3.005
9 H 0.228 -1.192 -3.613
10 H 2.691 -0.871 2.927
11 H 3.270 0.831 3.004
12 H 1.710 0.392 3.467
13 H -0.387 -2.132 -0.730
14 H -0.671 -0.462 -1.423

=====

--- Q ---
Computed, not measured: C3H8I2Si as an isolated structure, with wB97M-V/def2-TZVPD.

Charge   0
HOMO (spin up / spin down)   -8.41 / -6.83 eV

Geometry (Å):
1 C 1.734 0.365 -1.411
2 C 1.071 -0.620 -0.409
3 C -2.519 -0.011 0.921
4 Si 0.851 0.042 1.363
5 I -2.912 -1.809 -0.132
6 I -2.743 1.858 -0.097
7 H 1.062 1.324 -1.367
8 H 2.649 0.703 -1.037
9 H 1.627 -0.198 -2.399
10 H 1.499 -1.532 -0.372
11 H -0.062 -0.840 -0.795
12 H -3.147 -0.193 1.878
13 H 0.091 1.239 1.088
14 H 0.799 -0.327 2.770

=====

Stability, lowest: Q